[1]
# C21H49B2BrN3O15S2Si

3 unconnected molecules or ions with the total composition C21H49B2BrN3O15S2Si at a distorted geometry (the ωB97M-V functional and the def2-TZVPD basis, the Open Molecules 2025 dataset).

As for the total charge: +1. For the electronic energy, the calculation gives -5832.10974 a.u. The calculation puts the largest force on an atom at 2.73 eV/Å. The HOMO-LUMO gap is 9.430 eV.

```
94
Properties=species:S:1:pos:R:3:mulliken_charge:R:1
C 3.1513 4.4998 2.7707 -1.145
C 3.6759 3.7186 1.5580 -0.263
C 3.7669 2.2692 1.9426 0.430
O 4.7598 1.7069 2.3888 -0.547
O 2.5563 1.5839 1.7914 -0.294
C 2.6266 0.5645 0.7720 -0.842
C 1.4996 0.7540 -0.2206 -1.031
C 0.1718 0.1809 0.2281 0.325
Br -1.1246 0.6518 -1.2215 -0.054
N -0.2795 0.9285 1.4039 0.369
C -0.5351 0.1751 2.5332 -0.388
N -1.5661 0.4848 3.2672 0.011
C -2.4661 1.6061 2.9498 -0.491
C -3.5146 1.8042 4.0447 -0.459
O -4.8070 1.9518 3.5254 -0.545
Si -5.1916 3.3237 2.6225 0.535
C -5.2098 2.9123 0.7905 -1.060
C -3.9655 4.7288 2.8768 -1.115
C -6.8920 3.9559 3.0565 -1.078
N 0.3120 -0.8344 2.8626 0.069
C 0.4921 -1.8636 1.8104 0.493
O -0.3746 -2.8870 2.2373 -0.728
O 1.7822 -2.3323 1.8008 -0.578
B 2.2701 -2.9940 2.9590 0.825
O 2.2008 -4.3446 3.1287 -0.489
O 2.8091 -2.2221 3.9442 -0.579
C 0.0337 -1.3304 0.4432 -0.245
C 0.4181 -2.2095 -0.7440 -1.516
B 1.9143 -2.2414 -1.2921 0.249
O 2.2065 -1.5755 -2.4493 -0.242
O 2.9613 -2.9157 -0.7053 -0.537
H 2.1398 4.1591 2.9808 0.249
H 3.0861 5.5588 2.5609 0.374
H 3.7432 4.3010 3.6552 0.337
H 2.9293 3.7970 0.7740 0.166
H 4.6345 4.0746 1.2111 0.373
H 3.5678 0.6541 0.2351 0.682
H 2.6359 -0.4089 1.2481 0.103
H 1.3656 1.8273 -0.3397 0.638
H 1.8247 0.4189 -1.1967 0.510
H 0.3633 1.6904 1.6066 0.338
H -1.7566 -0.0532 4.0984 0.386
H -1.8910 2.5148 2.8260 0.295
H -2.9295 1.3847 1.9949 0.329
H -3.2304 2.6378 4.6816 0.245
H -3.5358 0.9317 4.6995 0.371
H -5.5662 1.9055 0.5949 0.314
H -5.9033 3.5948 0.3063 0.349
H -4.2441 3.0657 0.3158 0.333
H -3.1059 4.5915 2.2261 0.321
H -4.4279 5.6731 2.6101 0.396
H -3.6361 4.8178 3.9081 0.341
H -7.1121 4.7603 2.3597 0.333
H -6.9466 4.3587 4.0617 0.309
H -7.6509 3.1934 2.9108 0.305
H -0.0244 -1.2942 3.7043 0.435
H -0.7488 -3.3602 1.4869 0.494
H 3.0385 -4.7647 2.9209 0.304
H 2.8657 -1.3069 3.6617 0.334
H -1.0466 -1.4645 0.5341 0.817
H 0.1257 -3.2304 -0.4986 0.095
H -0.2407 -1.9338 -1.5608 0.523
H 1.4184 -1.1895 -2.8413 0.180
H 3.5212 -2.3618 -0.1651 0.301
O -2.7274 -3.7509 -0.6233 -0.524
S -3.2504 -5.0587 -0.9137 1.226
O -2.5506 -6.2097 -0.4418 -0.640
O -3.4835 -5.1703 -2.4748 -0.317
C -2.3740 -4.8828 -3.3583 -0.081
C -1.3343 -5.9851 -3.3814 -1.031
C -4.9340 -5.1550 -0.4198 -1.090
H -1.9364 -3.9208 -3.0849 0.090
H -2.8241 -4.7689 -4.3412 0.283
H -0.8320 -6.0842 -2.4202 0.281
H -0.5811 -5.7668 -4.1382 0.402
H -1.7982 -6.9437 -3.6095 0.313
H -5.4648 -4.2848 -0.7952 0.320
H -4.9441 -5.1711 0.6677 0.383
H -5.3564 -6.0753 -0.8126 0.374
O 2.7920 0.1539 -5.1108 -0.683
S 3.9164 0.7434 -4.4476 1.262
O 3.7284 1.8955 -3.6141 -0.643
O 5.0552 1.0401 -5.5077 -0.230
C 4.7222 1.8465 -6.6633 -0.329
C 4.5747 3.3182 -6.3346 -0.980
C 4.7960 -0.4702 -3.5318 -0.548
H 3.8234 1.4472 -7.1348 0.319
H 5.5485 1.6965 -7.3538 0.275
H 3.7200 3.4994 -5.6851 0.291
H 4.4311 3.8887 -7.2518 0.391
H 5.4629 3.6872 -5.8226 0.263
H 4.9563 -1.3449 -4.1552 0.334
H 4.1776 -0.7200 -2.6840 -0.057
H 5.7417 -0.0464 -3.2023 0.391
```

=====

[2]
# C5H8O2

A molecular structure, C5H8O2 at a distorted geometry (the ωB97M-V functional and the def2-TZVPD basis, the Open Molecules 2025 dataset).

As for the total charge: 0. For the electronic energy, the calculation gives -345.62219 a.u. Its energy above the lowest of the compared OMol25 structures with the same formula, charge and spin is 479.85 kJ/mol. The calculation puts the largest force on an atom at 1.65 eV/Å. The HOMO-LUMO gap (spin up / spin down) is 8.090 / 7.742 eV.

```
15
Properties=species:S:1:pos:R:3:mulliken_charge:R:1
O -1.8363 0.1443 1.4377 -0.488
C -1.1935 0.0034 0.2221 -0.749
C -0.0135 -0.8105 0.2049 0.185
C 1.0986 -0.3821 1.2644 -0.457
C 1.5169 0.5460 0.1601 -0.177
O 0.7333 1.6456 0.2535 -0.391
C 1.0212 -0.3575 -0.9222 -0.713
H -2.2999 0.9892 1.4427 0.323
H -1.8219 0.0526 -0.6695 0.451
H 0.2559 1.7991 -0.5829 0.337
H -0.1382 -1.8952 0.1965 0.499
H 0.7485 0.0803 2.1876 0.312
H 1.7817 -1.2117 1.4542 0.267
H 0.6283 0.1069 -1.8341 0.315
H 1.6833 -1.1860 -1.1769 0.286
```

=====

[3]
# C2H7KN2O5S2Se

A molecular structure, C2H7KN2O5S2Se at a distorted geometry (the ωB97M-V functional and the def2-TZVPD basis, the Open Molecules 2025 dataset).

As for the total charge: -2. For the electronic energy, the calculation gives -4363.84082 a.u. Its energy above the lowest of the compared OMol25 structures with the same formula, charge and spin is 13.81 kJ/mol. The calculation puts the largest force on an atom at 1.51 eV/Å. The HOMO-LUMO gap is 6.545 eV.

```
20
Properties=species:S:1:pos:R:3:mulliken_charge:R:1
K 0.5530 0.9133 2.0044 0.895
N -1.4346 -3.2119 -0.8626 -0.550
N -1.5947 -3.2627 0.5628 -0.464
H -0.5847 -2.7116 -1.1151 0.269
H -2.1911 -2.6378 -1.2140 0.287
H -1.2376 -2.4180 0.9971 0.248
H -1.0221 -4.0249 0.9005 0.223
C 0.5013 2.2880 -4.1717 -0.696
O 0.0231 1.2035 -3.3985 -0.301
C 0.1230 1.2605 -2.0476 0.163
S 0.8477 2.5703 -1.2976 -0.494
S -0.4989 -0.0939 -1.2708 -0.448
H 0.2733 2.0245 -5.2042 0.216
H 1.5772 2.4239 -4.0381 0.298
H 0.0061 3.2208 -3.8923 0.298
O 0.6375 -0.3267 6.2342 -0.785
Se 0.9388 0.4846 4.8613 1.334
O -0.4595 1.1056 4.2082 -0.879
O 1.5506 -0.5260 3.6884 -0.870
O 1.9915 1.7185 5.0555 -0.746
```

=====

[4]
# C39H31F3IrN4O3Sb

A molecular structure, C39H31F3IrN4O3Sb at a distorted geometry (the ωB97M-V functional and the def2-TZVPD basis, the Open Molecules 2025 dataset).

As for the total charge: 0. For the electronic energy, the calculation gives -2593.65016 a.u. Its energy above the lowest of the compared OMol25 structures with the same formula, charge and spin is 308.83 kJ/mol. The calculation puts the largest force on an atom at 2.46 eV/Å. The HOMO-LUMO gap (spin up / spin down) is 6.911 / 6.912 eV.

```
82
Properties=species:S:1:pos:R:3:mulliken_charge:R:1
Ir -0.3116 -0.3286 0.0766 0.874
C 0.0157 -2.1099 3.8737 -1.317
C -0.4598 -1.0429 2.9263 1.205
O -0.7539 -1.4277 1.7362 -0.710
C -0.5387 0.2601 3.3540 -1.248
C -0.8877 1.3304 2.5150 1.150
C -1.0827 2.6947 3.1059 -1.426
N -1.0664 1.1687 1.2148 0.539
N -1.6325 2.2607 0.5846 -0.753
C -1.5613 2.1432 -0.6928 0.188
O -0.8835 1.1789 -1.2725 -0.482
C -2.2869 3.1483 -1.5161 -0.212
C -2.7981 4.3045 -0.9280 -0.384
C -3.5254 5.2060 -1.6859 -0.695
C -3.7454 4.9698 -3.0387 -0.454
C -3.2272 3.8280 -3.6292 -1.074
C -2.5035 2.9213 -2.8663 1.309
H 1.1088 -2.1031 3.8820 0.220
H -0.3222 -3.0883 3.5376 0.351
H -0.3356 -1.9267 4.8884 0.403
H -0.3299 0.4735 4.3924 0.292
H -0.7858 2.7001 4.1527 0.407
H -2.1296 2.9875 3.0249 0.342
H -0.5085 3.4329 2.5462 0.349
H -2.6229 4.4815 0.1241 0.494
H -3.9286 6.0963 -1.2201 0.390
H -4.3307 5.6683 -3.6231 0.393
H -3.3898 3.6356 -4.6828 0.492
H -2.1312 2.0117 -3.3069 -0.060
O 0.1102 -1.9849 -1.0349 -0.958
C 1.0798 -2.8440 -0.9812 0.507
C 1.0444 -3.9567 -1.8558 -0.526
C 2.0395 -4.8979 -1.8543 -0.588
C 3.1384 -4.7804 -0.9845 -0.881
C 3.2001 -3.6993 -0.1459 -0.793
C 2.1863 -2.7221 -0.1294 0.578
C 2.2787 -1.5821 0.7437 0.455
N 1.5595 -0.4517 0.7189 0.349
C 2.0280 0.3628 1.7408 -0.213
C 3.0379 -0.2596 2.3736 -1.107
N 3.1813 -1.4797 1.7386 -0.033
H 0.1972 -4.0366 -2.5239 0.542
H 1.9807 -5.7362 -2.5374 0.455
H 3.9224 -5.5245 -0.9772 0.396
H 4.0673 -3.5980 0.4979 0.300
H 1.6136 1.3366 1.9153 0.669
H 3.6470 0.0344 3.2086 0.439
H 3.8435 -2.1928 1.9811 0.191
F -5.8370 -0.0494 -5.7237 -0.369
C -4.5658 -0.0887 -5.2749 0.289
C -3.5414 0.1780 -6.1619 -0.794
C -2.2340 0.1323 -5.6975 -0.051
C -1.9587 -0.1687 -4.3643 -0.685
C -3.0224 -0.4364 -3.5039 -0.087
C -4.3376 -0.3979 -3.9509 -0.619
Sb 0.0474 -0.3798 -3.6353 1.175
C 0.3224 -2.1296 -4.8930 0.330
C -0.7235 -3.0532 -4.9482 -0.552
C -0.5853 -4.2705 -5.6031 -0.596
C 0.6226 -4.5600 -6.2023 0.341
F 0.7749 -5.7493 -6.8253 -0.359
C 1.6811 -3.6783 -6.1806 -0.717
C 1.5232 -2.4684 -5.5140 -0.281
C 0.9278 1.1357 -4.9046 0.127
C 2.2682 1.0403 -5.2851 -0.463
C 2.9255 2.0935 -5.9083 -0.802
C 2.2332 3.2672 -6.1164 0.340
F 2.8726 4.3072 -6.6937 -0.344
C 0.9161 3.4181 -5.7413 -0.779
C 0.2725 2.3461 -5.1351 0.216
H -3.7730 0.4051 -7.1944 0.433
H -1.4218 0.3296 -6.3874 0.499
H -2.8241 -0.6692 -2.4632 0.358
H -5.1714 -0.6065 -3.2937 0.452
H -1.6701 -2.8283 -4.4690 0.394
H -1.3943 -4.9882 -5.6474 0.441
H 2.6083 -3.9387 -6.6742 0.464
H 2.3641 -1.7882 -5.4919 0.050
H 2.8286 0.1354 -5.0862 0.288
H 3.9612 2.0188 -6.2123 0.445
H 0.4114 4.3610 -5.9078 0.485
H -0.7605 2.4690 -4.8400 0.004
```

=====

[5]
# C3H6

2 unconnected molecules or ions with the total composition C3H6 at a distorted geometry (the ωB97M-V functional and the def2-TZVPD basis, the Open Molecules 2025 dataset).

As for the total charge: 0. For the electronic energy, the calculation gives -117.68745 a.u. Its energy above the lowest of the compared OMol25 structures with the same formula, charge and spin is 484.37 kJ/mol. The calculation puts the largest force on an atom at 5.47 eV/Å. The HOMO-LUMO gap is 6.428 eV.

```
9
Properties=species:S:1:pos:R:3:mulliken_charge:R:1
C 1.2182 -0.2082 -0.0331 -0.639
C 0.0099 0.2616 0.4148 -0.171
C -1.1869 -0.2086 -0.1554 -0.733
H 2.0702 0.2795 0.4783 0.234
H -0.3096 1.0986 -1.3428 0.138
H 1.1932 -1.0511 -0.7245 0.262
H 0.0387 1.0620 1.1743 0.262
H -2.0616 0.3335 0.1786 0.306
H -1.1784 -0.7915 -1.1218 0.341
```